No. 1
The following is a quantum chemistry calculation of a cluster of 3 separate species, C41H44N2O6P in total at a distorted geometry, from OMol25.

The geometry in XYZ format:
```
94
Properties=species:S:1:pos:R:3
C 2.10 -0.74 -0.34
C 2.11 -1.72 0.81
C 0.74 -2.15 1.30
O -0.18 -2.35 0.24
C -1.35 -3.02 0.69
C -2.63 -2.70 -0.13
P -2.94 -4.23 -1.13
N -2.12 -4.29 -2.47
C -2.50 -1.60 -1.18
C -2.76 -0.16 -0.70
C -1.59 0.44 0.07
C -2.89 0.69 -1.98
N -4.04 -0.08 0.05
O -5.06 -0.14 -0.75
C -4.18 -1.03 1.18
C -5.65 -0.99 1.63
C -3.34 -0.59 2.40
C -3.88 -2.47 0.76
H 1.73 0.22 -0.02
H 1.52 -1.11 -1.18
H 3.11 -0.57 -0.71
H 2.71 -2.59 0.60
H 2.59 -1.23 1.65
H 0.86 -3.08 1.86
H 0.34 -1.40 1.99
H -1.13 -4.08 0.58
H -1.49 -2.86 1.75
H -4.34 -4.25 -1.34
H -2.69 -5.31 -0.25
H -1.51 -5.10 -2.49
H -1.55 -1.64 -1.70
H -3.27 -1.78 -1.92
H -0.71 0.25 -0.51
H -1.72 1.51 0.13
H -1.43 -0.02 1.04
H -1.87 0.97 -2.26
H -3.28 0.12 -2.80
H -3.44 1.61 -1.80
H -6.29 -1.51 0.93
H -5.97 0.05 1.70
H -5.76 -1.45 2.61
H -3.94 -0.61 3.29
H -2.49 -1.24 2.58
H -2.97 0.42 2.25
H -4.75 -2.90 0.26
H -3.75 -3.04 1.67
C 7.11 0.28 9.20
C 7.38 -0.78 8.34
C 6.56 -1.01 7.24
C 5.47 -0.19 7.01
C 5.19 0.86 7.89
C 6.02 1.10 8.98
C 4.00 1.74 7.68
O 3.76 2.65 8.44
C 3.10 1.45 6.53
C 1.96 2.21 6.34
C 1.13 1.97 5.26
C 1.44 0.96 4.36
C 2.57 0.19 4.54
C 3.41 0.42 5.63
C 4.61 -0.44 5.82
O 4.88 -1.32 5.03
H 7.75 0.46 10.05
H 8.23 -1.43 8.52
H 6.77 -1.82 6.56
H 5.80 1.92 9.65
H 1.73 3.00 7.05
H 0.24 2.56 5.13
H 0.79 0.77 3.51
H 2.82 -0.60 3.84
C 1.51 5.11 -8.42
C 0.40 5.76 -7.89
C -0.60 5.04 -7.27
C -0.51 3.65 -7.18
C 0.60 3.00 -7.73
C 1.61 3.73 -8.33
C 0.71 1.51 -7.68
O 1.67 0.94 -8.14
C -0.40 0.75 -7.05
C -0.35 -0.64 -7.03
C -1.37 -1.37 -6.43
C -2.44 -0.71 -5.85
C -2.50 0.67 -5.86
C -1.49 1.41 -6.47
C -1.59 2.89 -6.50
O -2.52 3.47 -5.98
H 2.30 5.68 -8.89
H 0.32 6.84 -7.96
H -1.46 5.54 -6.85
H 2.47 3.22 -8.75
H 0.49 -1.15 -7.48
H -1.32 -2.45 -6.42
H -3.23 -1.28 -5.38
H -3.34 1.19 -5.41
```

Energy = -2490.96274 hartree
Multiplicity = 2
Net charge = 0

Löwdin population analysis, charges in e, atoms 1 to 8: -0.096, -0.215, -0.227, -0.150, -0.197, -0.465, 0.758, -0.279

No. 2
The following is a quantum chemistry calculation of a structure of composition C41H45BaN3O2S2Sb at a distorted geometry, from OMol25.

The geometry in XYZ format:
```
95
Properties=species:S:1:pos:R:3
Ba 0.31 -0.05 -0.47
C -3.00 -0.37 0.85
O -1.77 -0.42 1.56
C -1.38 -1.63 2.08
C -2.07 -2.81 1.82
C -1.62 -4.02 2.32
C -0.49 -4.07 3.11
C 0.17 -2.89 3.41
C -0.24 -1.67 2.89
N 0.56 -0.57 3.30
N 0.78 0.29 2.41
C 1.56 1.39 2.71
C 1.78 2.23 1.57
O 1.54 1.89 0.38
C 2.31 3.56 1.81
C 2.71 3.95 3.04
C 2.63 3.07 4.16
C 3.14 3.50 5.40
C 3.09 2.68 6.51
C 2.52 1.41 6.38
C 2.01 0.98 5.18
C 2.04 1.79 4.01
H -2.99 -1.03 -0.02
H -3.83 -0.64 1.51
H -3.10 0.65 0.51
H -2.95 -2.80 1.19
H -2.15 -4.93 2.04
H -0.12 -5.02 3.49
H 1.05 -2.89 4.04
H 2.38 4.21 0.95
H 3.12 4.94 3.19
H 3.57 4.49 5.46
H 3.49 3.02 7.46
H 2.47 0.75 7.23
H 1.57 -0.01 5.12
S -2.46 2.17 -4.55
C -3.40 2.66 -3.21
C -2.91 2.14 -2.04
C -1.75 1.30 -2.15
C -1.40 1.24 -3.48
C -0.29 0.53 -4.11
C -0.04 0.62 -5.50
C 1.02 -0.07 -6.05
C 1.84 -0.84 -5.24
C 1.53 -0.88 -3.89
N 0.52 -0.21 -3.34
H -4.25 3.31 -3.33
H -3.40 2.38 -1.11
H -0.68 1.22 -6.13
H 1.21 0.00 -7.11
H 2.67 -1.41 -5.63
H 2.11 -1.49 -3.20
C 5.20 1.18 1.84
C 5.21 -0.34 1.72
C 4.91 -0.97 3.08
Sb 3.77 -0.99 0.23
C 4.28 -3.08 -0.05
C 3.80 -3.92 1.14
C 5.74 -3.38 -0.39
C 4.80 -0.23 -1.55
C 6.29 0.01 -1.40
C 4.10 1.03 -2.06
H 6.05 1.52 2.44
H 4.29 1.52 2.35
H 5.24 1.69 0.88
H 6.19 -0.67 1.37
H 3.88 -0.77 3.39
H 5.56 -0.55 3.85
H 5.05 -2.06 3.07
H 3.64 -3.34 -0.90
H 4.49 -3.85 1.98
H 3.74 -4.97 0.85
H 2.80 -3.62 1.46
H 6.41 -3.05 0.41
H 6.05 -2.90 -1.32
H 5.88 -4.46 -0.52
H 4.64 -1.03 -2.28
H 6.50 0.81 -0.69
H 6.73 0.31 -2.36
H 6.83 -0.88 -1.05
H 4.18 1.85 -1.34
H 3.04 0.88 -2.26
H 4.56 1.37 -3.00
S 0.52 -3.16 -0.65
C -0.61 -4.42 -1.00
C -1.91 -4.14 -1.46
C -2.83 -5.15 -1.68
C -2.48 -6.48 -1.47
C -1.20 -6.78 -1.03
C -0.27 -5.77 -0.80
H -2.18 -3.11 -1.64
H -3.82 -4.90 -2.04
H -3.20 -7.28 -1.65
H -0.91 -7.81 -0.86
H 0.72 -6.01 -0.45
```

Energy above the lowest of the compared OMol25 structures with the same formula, charge and spin = 4.7 kcal/mol
Multiplicity = 1
Net charge = -1

Löwdin population analysis, charges in e, atoms 1 to 8: 1.580, -0.081, -0.207, -0.271, -0.042, -0.085, -0.089, -0.034